[1]
The following is a DFT calculation (the ωB97M-V functional and the def2-TZVPD basis) of a structure of composition CH2O4S in a non-equilibrium geometry.

Charge: 0
LUMO energy, Eh: -0.0122
Gap between HOMO and LUMO, eV: 11.2
DFT total energy, eV: -20091.90038
HOMO level, eV: -11.486
Energy above the lowest of the compared OMol25 structures with the same formula, charge and spin, kJ/mol: 225.7

Element x y z (Å)
C (1.17780, 0.14756, -0.06329)
O (-2.08558, 0.96883, 0.15857)
O (-1.53268, -1.35850, -0.43733)
O (0.24423, 0.33009, -0.98686)
O (-0.03271, -0.29491, 1.14173)
S (-1.11061, -0.05020, -0.01774)
H (1.69598, -0.71996, -0.18667)
H (1.64357, 0.97709, 0.39160)

natural (NBO) atomic charge list, values in e, 6 entries:
1 C 0.31
2 O -0.83
3 O -0.88
4 O -0.68
5 O -0.76
6 S 2.48



[2]
The following is a DFT calculation (the ωB97M-V functional and the def2-TZVPD basis) of a structure of composition C35H30F3N4O6ReSTe in a non-equilibrium geometry.

2S+1: 4
Charge: +1
LUMO energy (alpha / beta), Eh: -0.1365 / -0.1699
Gap between HOMO and LUMO (alpha / beta), eV: 7.3 / 6.7
Expectation value of S²: 3.780
DFT total energy, eV: -83434.08641
HOMO level (alpha / beta), eV: -10.995 / -11.318

Element x y z (Å)
Re (0.71930, -0.48703, -0.15893)
C (7.07250, -1.86072, 4.13670)
C (5.73941, -1.36353, 3.65907)
C (4.58060, -2.10782, 3.87216)
C (3.35123, -1.64813, 3.43462)
C (3.28292, -0.43196, 2.77347)
C (4.41888, 0.33167, 2.55654)
C (5.64008, -0.14115, 2.99828)
S (1.70879, 0.28871, 2.42347)
O (1.81597, 1.12152, 1.21381)
O (1.24251, 0.84009, 3.64579)
N (0.75571, -0.89859, 1.80081)
C (0.02185, -1.92776, 2.31537)
C (-0.19105, -2.27649, 3.63403)
C (-0.95965, -3.41032, 3.93473)
C (-1.52067, -4.18753, 2.95435)
C (-1.36716, -3.82611, 1.59895)
C (-1.95152, -4.52183, 0.52071)
C (-1.81849, -4.02968, -0.75316)
C (-1.07352, -2.87297, -0.97807)
N (-0.45613, -2.22182, 0.00018)
C (-0.60683, -2.68049, 1.28982)
H (6.96127, -2.75307, 4.74890)
H (7.57696, -1.09018, 4.71984)
H (7.71375, -2.09998, 3.28699)
H (4.63463, -3.04920, 4.40359)
H (2.45757, -2.23334, 3.60675)
H (4.34936, 1.28430, 2.04777)
H (6.53031, 0.45267, 2.83582)
H (0.21149, -1.65521, 4.42322)
H (-1.10626, -3.67632, 4.97279)
H (-2.09320, -5.06890, 3.20877)
H (-2.51875, -5.42351, 0.71240)
H (-2.28374, -4.51902, -1.59622)
H (-0.98149, -2.45619, -1.96834)
O (-1.01396, 1.27022, 2.09310)
C (-1.34978, 1.46936, 0.95454)
N (-2.14183, 2.45785, 0.49237)
C (-2.54684, 2.27773, -0.88565)
C (-1.67353, 1.08036, -1.25571)
O (-1.60132, 0.58956, -2.37005)
N (-0.99481, 0.62748, -0.15900)
C (-4.01318, 1.85131, -1.01755)
C (-4.81101, 1.63830, 0.09950)
C (-6.14436, 1.28212, -0.05415)
C (-6.68143, 1.11596, -1.31982)
C (-5.88270, 1.32266, -2.43686)
C (-4.55575, 1.68957, -2.29000)
C (-2.23966, 3.50333, -1.74937)
C (-1.06452, 3.60687, -2.48569)
C (-0.85482, 4.69187, -3.32340)
C (-1.81437, 5.68588, -3.43124)
C (-2.96005, 5.61659, -2.65272)
C (-3.17217, 4.53435, -1.81414)
H (-2.50058, 3.18301, 1.08925)
H (-4.40623, 1.74360, 1.09696)
H (-6.76128, 1.13973, 0.82338)
H (-7.71694, 0.82432, -1.43317)
H (-6.30648, 1.20470, -3.42561)
H (-3.93586, 1.85143, -3.16255)
H (-0.30605, 2.83814, -2.42151)
H (0.05951, 4.74656, -3.89981)
H (-1.66796, 6.51039, -4.11572)
H (-3.70342, 6.40088, -2.70789)
H (-4.07618, 4.47782, -1.22022)
F (4.01198, 1.09659, -2.35163)
C (3.83869, 1.14804, -1.01354)
F (4.81424, 1.86586, -0.50300)
F (2.68199, 1.84584, -0.82522)
C (3.84272, -0.31919, -0.42535)
O (4.93419, -0.71638, -0.13874)
O (2.72688, -0.98946, -0.32553)
C (-0.57135, -1.52294, -4.05405)
Te (0.79962, -0.32715, -2.91706)
C (2.36639, -1.72749, -3.41265)
H (-0.42877, -1.21154, -5.08689)
H (-1.59682, -1.31732, -3.76579)
H (-0.33222, -2.58021, -3.96979)
H (1.97201, -2.46612, -4.10433)
H (2.73554, -2.21672, -2.51519)
H (3.18583, -1.19386, -3.88350)

Löwdin atomic charge list, values in e, 6 entries:
1 Re 1.53
2 C -0.03
3 C -0.24
4 C -0.01
5 C -0.04
6 C -0.28



[3]
The following is a DFT calculation (the ωB97M-V functional and the def2-TZVPD basis) of a structure of composition C7H16InNO5 in a non-equilibrium geometry.

Charge: +2
LUMO energy, Eh: -0.4580
Gap between HOMO and LUMO, eV: 4.6
DFT total energy, eV: -24398.80586
HOMO level, eV: -17.029
Energy above the lowest of the compared OMol25 structures with the same formula, charge and spin, kJ/mol: 95.8

Element x y z (Å)
In (4.68648, 6.72873, -9.12958)
O (7.02264, 8.44770, -6.08761)
C (5.92947, 7.81153, -6.51161)
O (5.60730, 7.91862, -7.71337)
O (5.33188, 7.09695, -5.68239)
H (6.78771, 8.18928, -5.19339)
C (6.05285, 10.45408, -9.21583)
O (5.19949, 9.36576, -9.66516)
C (4.27289, 9.89387, -10.66901)
C (3.56505, 8.68782, -11.31303)
N (2.87767, 7.86174, -10.33332)
C (2.08278, 6.84541, -11.09331)
C (1.40669, 5.86263, -10.11768)
O (2.41520, 5.20705, -9.31824)
C (1.81991, 4.27130, -8.42459)
H (6.59217, 10.85005, -10.07632)
H (6.91980, 10.15456, -8.62695)
H (5.53008, 11.24972, -8.68501)
H (4.79019, 10.50980, -11.40463)
H (3.59302, 10.59548, -10.18567)
H (4.31706, 8.13782, -11.87880)
H (2.88919, 9.07413, -12.07597)
H (2.15597, 8.35614, -9.82852)
H (2.62914, 6.25164, -11.82613)
H (1.37265, 7.47547, -11.62887)
H (0.79526, 5.15396, -10.67628)
H (0.69673, 6.40033, -9.48926)
H (1.30357, 3.53497, -9.04046)
H (1.16956, 4.76418, -7.70194)
H (2.60631, 3.82746, -7.81411)

Löwdin atomic charge list, values in e, 6 entries:
1 In 1.66
2 O 0.20
3 C -0.74
4 O -0.07
5 O 0.10
6 H 0.14



[4]
The following is a DFT calculation (the ωB97M-V functional and the def2-TZVPD basis) of a structure of composition C6H10O.

Charge: 0
LUMO energy, Eh: 0.0415
Gap between HOMO and LUMO, eV: 9.4
DFT total energy, eV: -8427.63536
HOMO level, eV: -8.291
Energy above the lowest of the compared OMol25 structures with the same formula, charge and spin, kJ/mol: 347.8

Element x y z (Å)
C (-1.66837, -0.41188, -0.06337)
C (-0.66081, -1.25492, 0.41504)
O (0.30758, -1.63257, -0.51621)
C (1.45140, -0.76059, -0.43567)
C (1.18983, 0.32455, 0.61767)
C (0.40406, 1.45679, 0.29775)
C (-0.58683, 1.31678, -0.66209)
H (-2.48101, -0.15983, 0.61742)
H (-1.95217, -0.47353, -1.10727)
H (0.21918, -0.36333, 1.12615)
H (-0.82450, -1.93122, 1.25658)
H (2.32956, -1.35841, -0.16274)
H (1.63221, -0.33176, -1.42945)
H (1.96069, 0.44760, 1.37862)
H (0.34019, 2.25320, 1.03742)
H (-0.33486, 0.77571, -1.57015)
H (-1.32616, 2.10341, -0.79969)

natural (NBO) atomic charge list, values in e, 6 entries:
1 C -0.40
2 C -0.04
3 O -0.55
4 C -0.08
5 C -0.41
6 C -0.20



[5]
The following is a DFT calculation (the ωB97M-V functional and the def2-TZVPD basis) of a structure of composition C22H37N6OReS in a non-equilibrium geometry.

2S+1: 2
Charge: +3
LUMO energy (alpha / beta), Eh: -0.3625 / -0.3771
Gap between HOMO and LUMO (alpha / beta), eV: 6.9 / 6.5
Expectation value of S²: 0.757
DFT total energy, eV: -47342.71227
HOMO level (alpha / beta), eV: -16.803 / -16.804
Energy above the lowest of the compared OMol25 structures with the same formula, charge and spin, kJ/mol: 115.2

Element x y z (Å)
Re (-0.46356, 0.43001, -1.06219)
N (-2.13348, 1.80198, -0.60771)
C (-3.54780, 1.36592, -0.76926)
C (-3.52541, -0.10375, -0.57783)
N (-2.46638, -0.70597, -1.43422)
C (-2.39980, -2.13090, -1.01868)
C (-1.29226, -2.82511, -1.72786)
N (-0.14520, -1.87618, -1.72519)
C (-2.81051, -0.55471, -2.90135)
C (-2.15144, 0.63312, -3.56518)
N (-0.71252, 0.64822, -3.19309)
H (-1.95745, 1.98575, 0.38154)
H (-2.00828, 2.69384, -1.06597)
H (-3.90656, 1.65869, -1.75072)
H (-4.19697, 1.84495, -0.03888)
H (-4.49884, -0.55075, -0.78766)
H (-3.26877, -0.33712, 0.45744)
H (-3.36915, -2.60742, -1.18211)
H (-2.21319, -2.16014, 0.05562)
H (-1.53752, -3.14149, -2.73666)
H (-1.01428, -3.72665, -1.18465)
H (0.29148, -1.90736, -2.63884)
H (0.53403, -2.30592, -1.11157)
H (-3.89409, -0.47597, -3.00828)
H (-2.52037, -1.46207, -3.42709)
H (-2.58700, 1.57645, -3.25657)
H (-2.27445, 0.57368, -4.64650)
H (-0.28658, 1.50817, -3.53240)
H (-0.23387, -0.08340, -3.70899)
C (2.59007, -1.20959, -0.78893)
N (1.69350, 0.01942, -0.90739)
C (2.40274, 1.11183, -0.85830)
C (1.76109, 2.33398, -0.99573)
C (2.18161, 3.63898, -1.05898)
C (1.03314, 4.41773, -1.30051)
C (-0.03490, 3.56199, -1.37169)
N (0.37747, 2.25546, -1.17879)
C (2.57992, -2.15931, 0.40838)
C (3.83990, -2.59150, 0.82407)
C (3.98115, -3.54183, 1.82273)
C (2.85982, -4.08608, 2.43205)
C (1.60070, -3.65874, 2.04564)
C (1.46309, -2.70188, 1.04837)
H (3.59742, -0.81622, -0.84333)
H (2.48755, -1.78749, -1.70761)
H (3.48010, 1.07049, -0.72919)
H (3.20277, 3.98583, -0.96198)
H (0.98421, 5.48998, -1.42127)
H (-1.05495, 3.85472, -1.57265)
H (4.73046, -2.19351, 0.34626)
H (4.97129, -3.86165, 2.12125)
H (2.96908, -4.83902, 3.20339)
H (0.71979, -4.07123, 2.52645)
H (0.45910, -2.36357, 0.81504)
O (-0.50349, 0.68806, 0.99998)
S (0.26125, 0.29184, 2.32154)
C (-0.83635, 0.75668, 3.65542)
C (0.16990, 1.05872, 4.76894)
C (1.24528, 1.98847, 4.16773)
C (1.38919, 1.66279, 2.66065)
H (-1.51131, -0.06939, 3.87551)
H (-1.39525, 1.64025, 3.33291)
H (0.61956, 0.12926, 5.12428)
H (-0.33336, 1.51239, 5.61825)
H (2.19289, 1.86047, 4.68262)
H (0.95556, 3.03062, 4.27825)
H (2.39302, 1.34788, 2.37490)
H (1.06722, 2.47727, 2.00659)

natural (NBO) atomic charge list, values in e, 6 entries:
1 Re 1.52
2 N -0.75
3 C -0.24
4 C -0.24
5 N -0.39
6 C -0.24



[6]
The following is a DFT calculation (the ωB97M-V functional and the def2-TZVPD basis) of a structure of composition C24H22FLiN5OS3 in a non-equilibrium geometry.

Charge: -1
LUMO energy, Eh: 0.0811
Gap between HOMO and LUMO, eV: 5.6
DFT total energy, eV: -70177.08718
HOMO level, eV: -3.354

Element x y z (Å)
Li (-1.44741, 0.73555, -0.17809)
C (-2.38708, -0.88367, 3.11459)
C (-0.91145, -0.73958, 3.19087)
N (-0.15020, -0.37399, 2.22654)
C (1.18644, -0.35003, 2.57580)
C (1.42705, -0.73399, 3.86474)
S (-0.03152, -1.11840, 4.67423)
C (2.25516, 0.06263, 1.66111)
C (3.55473, 0.22085, 2.04571)
S (4.53237, 0.68727, 0.72202)
C (3.08951, 0.65152, -0.30854)
N (2.02584, 0.31749, 0.33097)
C (3.20089, 0.99543, -1.74735)
H (-2.72364, -0.31428, 2.23584)
H (-2.86973, -0.51689, 4.02111)
H (-2.65221, -1.93673, 2.98623)
H (2.36768, -0.78776, 4.38835)
H (3.98595, 0.09428, 3.02553)
H (4.14049, 0.63667, -2.16924)
H (3.14786, 2.07850, -1.88153)
H (2.35045, 0.56357, -2.27594)
C (-0.51335, 2.90773, 1.79776)
C (-0.48608, 3.46414, 0.40445)
C (-0.32496, 4.84999, 0.18463)
C (-0.30906, 5.32539, -1.09413)
C (-0.46065, 4.43914, -2.18164)
C (-0.46605, 4.88404, -3.51802)
C (-0.62862, 3.96881, -4.52803)
C (-0.80909, 2.61281, -4.24583)
C (-0.85017, 2.11376, -2.94276)
S (-1.15913, 0.44609, -2.66648)
C (-0.63525, 3.05707, -1.87379)
N (-0.62637, 2.61845, -0.59231)
H (-0.66432, 3.69703, 2.53479)
H (0.42707, 2.39603, 2.01880)
H (-1.31600, 2.16859, 1.86576)
H (-0.23092, 5.51762, 1.03183)
H (-0.19681, 6.38548, -1.29751)
H (-0.35494, 5.94200, -3.72872)
H (-0.63144, 4.29967, -5.56120)
H (-0.95620, 1.90514, -5.05111)
N (-0.10337, -7.38085, -0.30872)
C (-1.18493, -6.55160, -0.33463)
O (-2.31504, -6.99990, -0.38768)
C (-0.90444, -5.08203, -0.27939)
C (-1.98918, -4.21186, -0.28325)
C (-1.76072, -2.84503, -0.21440)
N (-0.54125, -2.32103, -0.14666)
C (0.49361, -3.14658, -0.15642)
C (0.37201, -4.52620, -0.21672)
H (-0.26103, -8.36932, -0.37964)
H (0.83616, -7.03712, -0.32604)
H (-2.98963, -4.61769, -0.33761)
H (-2.57341, -2.12475, -0.21485)
H (1.47437, -2.68026, -0.11896)
H (1.27339, -5.12504, -0.20948)
F (-2.72536, 0.73183, 0.85500)

natural (NBO) atomic charge list, values in e, 6 entries:
1 Li 0.89
2 C -0.72
3 C 0.14
4 N -0.41
5 C 0.09
6 C -0.44